(1)
Here is C26H40AsClNP2PdS4 as an isolated structure in a non-equilibrium geometry from the Open Molecules 2025 dataset. Energies are from ωB97M-V/def2-TZVPD.

Cartesian coordinates (Å):
Pd1 0.31369 -0.63100 -1.09563
C1 3.93112 -0.59623 -1.79178
C2 3.81390 -1.32374 -0.45285
C3 5.09139 -1.02748 0.34339
P1 2.17548 -1.01121 0.34910
C4 1.89260 -2.20263 1.72456
C5 3.16210 -2.61956 2.45829
C6 0.86230 -1.66248 2.71786
C7 2.14334 0.59547 1.17403
C8 3.18316 1.14268 1.92447
C9 3.05300 2.36231 2.57256
C10 4.17314 2.92993 3.40493
C11 1.84783 3.04445 2.41053
C12 0.79279 2.49706 1.70629
C13 0.89971 1.22378 1.12967
N1 -0.15216 0.57643 0.49856
C14 -1.47186 0.78925 0.84428
C15 -1.88389 1.18364 2.13093
C16 -3.21587 1.42300 2.40673
C17 -4.20905 1.29234 1.43329
C18 -5.65857 1.56971 1.73556
C19 -3.80427 0.85887 0.18150
C20 -2.47175 0.57136 -0.10396
P2 -1.91836 0.03807 -1.73494
C21 -2.28467 1.56890 -2.71867
C22 -1.68804 2.83940 -2.11091
C23 -1.85942 1.41483 -4.18064
C24 -3.22373 -1.10171 -2.41991
C25 -3.94392 -2.02639 -1.43588
C26 -2.67226 -1.95757 -3.56514
H1 4.92457 -0.79001 -2.20601
H2 3.81171 0.48012 -1.67510
H3 3.18814 -0.94026 -2.50484
H4 3.73102 -2.39507 -0.65240
H5 5.25637 0.04570 0.43882
H6 5.92765 -1.43007 -0.23322
H7 5.12672 -1.47929 1.33108
H8 1.49044 -3.08105 1.22074
H9 3.67513 -1.76958 2.91680
H10 3.85050 -3.14793 1.79901
H11 2.87942 -3.30730 3.25945
H12 1.26680 -0.82350 3.29130
H13 0.59728 -2.46027 3.41576
H14 -0.04777 -1.32763 2.22606
H15 4.11690 0.60724 2.01632
H16 4.85153 2.14152 3.73334
H17 3.78723 3.43202 4.29334
H18 4.76462 3.66000 2.84596
H19 1.73222 4.03113 2.84860
H20 -0.12880 3.05195 1.58884
H21 -1.14293 1.29392 2.91132
H22 -3.49653 1.72048 3.41226
H23 -5.76014 2.22898 2.59845
H24 -6.20507 0.64949 1.95834
H25 -6.15424 2.04494 0.88734
H26 -4.55260 0.73362 -0.59634
H27 -3.37630 1.64734 -2.65286
H28 -0.60460 2.82039 -2.14732
H29 -1.99328 2.97136 -1.07158
H30 -2.04279 3.70232 -2.68232
H31 -0.78811 1.21401 -4.24149
H32 -2.06183 2.34315 -4.72124
H33 -2.39329 0.61058 -4.68611
H34 -3.95097 -0.39239 -2.83296
H35 -3.28983 -2.83633 -1.12881
H36 -4.80544 -2.46059 -1.95110
H37 -4.30105 -1.52030 -0.54052
H38 -2.05765 -2.76767 -3.18114
H39 -2.06464 -1.39933 -4.27485
H40 -3.50783 -2.41582 -4.10196
S1 -0.87292 -5.12103 -2.60265
As1 0.33599 -3.68542 -1.67370
S2 -0.76476 -2.48255 -0.15381
S3 0.75257 -1.95558 -2.97994
S4 2.14013 -4.43899 -0.85652
Cl1 1.27872 1.23622 -2.18056

Summary:
E_HOMO in eV: -4.469
Frontier orbital gap in eV: 6.037
ΔE to the lowest compared entry with this formula, charge and spin in kcal per mole: 9.3
F_max in Eh/bohr: 0.0275
Total charge: -1

These are the Löwdin partial charges, in e, on atoms 1 to 6: Pd 0.257; C -0.177; C -0.521; C -0.118; P 1.026; C -0.576

***

(2)
Here is one molecule with the formula C20H23N5O in a non-equilibrium geometry from the Open Molecules 2025 dataset. Energies are from ωB97M-V/def2-TZVPD.

Cartesian coordinates (Å):
C1 2.70558 1.86377 -3.90540
C2 1.80398 0.82850 -3.20862
N1 1.43431 -0.33409 -3.75320
C3 0.49549 -1.00529 -2.98298
C4 0.23592 -0.14247 -1.92028
N2 1.06940 0.97836 -2.04619
C5 0.98781 2.21970 -1.31364
C6 1.54894 2.15518 0.09321
C7 2.42221 1.11686 0.47394
C8 2.75420 0.98869 1.85231
C9 2.24265 1.90730 2.78117
C10 1.42382 3.00300 2.40230
C11 1.07450 3.12374 1.04396
N3 -0.63934 -0.51398 -0.83053
C12 -1.19166 0.21216 0.18022
C13 -1.70658 -1.02400 1.09266
C14 -3.11056 -0.74040 1.61863
C15 -2.70143 -0.09588 2.91687
C16 -1.57493 -0.97154 3.42549
C17 -0.83519 -1.49428 2.24565
N4 -1.72050 -2.18150 0.23917
C18 -1.15116 -1.79419 -0.84435
N5 -0.92290 -2.70398 -1.86239
C19 -1.34822 -4.13988 -1.87113
C20 -0.20534 -2.33100 -3.00860
O1 -0.31232 -2.85034 -4.10961
H1 2.52524 2.84446 -3.65848
H2 2.45795 1.84602 -4.96981
H3 3.71718 1.72261 -3.66956
H4 1.51424 2.97166 -1.88527
H5 0.00842 2.53859 -1.00191
H6 2.81224 0.32283 -0.13713
H7 3.40758 0.27202 2.32543
H8 2.59411 1.80580 3.78686
H9 1.06885 3.78532 3.08654
H10 0.42323 4.01976 0.84797
H11 -0.47236 0.81426 0.78752
H12 -1.97865 0.78566 -0.13872
H13 -3.65066 -1.62791 1.76937
H14 -3.76118 -0.15762 0.94114
H15 -2.25871 0.95370 2.76862
H16 -3.48027 0.20702 3.67959
H17 -0.93455 -0.30701 4.07424
H18 -2.02701 -1.73839 4.04033
H19 -0.88241 -2.65232 2.35042
H20 0.21245 -1.06999 2.11275
H21 -0.41825 -4.61851 -2.08644
H22 -1.74616 -4.50982 -0.92703
H23 -1.90995 -4.28255 -2.80508

Summary:
E_HOMO in eV: -7.594
Frontier orbital gap in eV: 8.117
Structure (SMILES): Cc1nc2c(n1Cc1ccccc1)N1CC3(CCCC3)N=C1N(C)C2=O
ΔE to the lowest compared entry with this formula, charge and spin in kcal per mole: 94.2
F_max in Eh/bohr: 0.1165
Total charge: 0

These are the natural (NBO) partial charges, in e, on atoms 1 to 6: C -0.646; C 0.359; N -0.430; C -0.043; C 0.335; N -0.370

***

(3)
Here is one molecule with the formula C19H28N2O3S2 from the Open Molecules 2025 dataset. Energies are from ωB97M-V/def2-TZVPD.

Cartesian coordinates (Å):
C1 -3.01364 3.12258 -0.05086
S1 -2.73922 1.43366 0.52172
C2 -0.93380 1.33954 0.39035
C3 -0.47115 1.82669 -0.97378
O1 0.00284 2.94601 -1.09007
N1 -0.64426 1.01331 -2.03730
C4 -1.23755 -0.31447 -2.08174
C5 -2.00288 -0.29432 -3.40080
C6 -3.38926 0.37336 -3.27734
S2 -3.39015 1.90285 -4.26381
C7 -2.02131 1.31018 -5.28423
C8 -1.09811 0.54658 -4.33745
C9 -0.11116 -0.32885 -5.10397
C10 -0.36095 1.50987 -3.38056
C11 -0.17318 1.99250 1.56953
N2 0.10396 0.64746 2.08423
C12 1.17138 0.31592 2.85275
O2 1.82284 1.14962 3.45206
C13 1.48116 -1.17669 2.95074
C14 1.65474 -1.62321 4.41303
C15 2.97115 -2.37056 4.36685
C16 3.64268 -2.93851 5.56952
C17 3.03791 -3.85831 4.53479
C18 3.72088 -1.68691 3.25494
O3 2.71557 -1.42253 2.27541
C19 -0.43168 -0.03624 0.90405
H1 -4.06683 3.33623 0.12239
H2 -2.40657 3.82512 0.51723
H3 -2.79434 3.22237 -1.11289
H4 -0.45969 -1.08648 -2.09572
H5 -1.88840 -0.49071 -1.22847
H6 -2.12089 -1.30530 -3.79394
H7 -4.16861 -0.29523 -3.64031
H8 -3.61946 0.63686 -2.24524
H9 -2.38908 0.65468 -6.07634
H10 -1.52448 2.16355 -5.74683
H11 0.54999 0.28131 -5.72207
H12 0.51620 -0.90294 -4.41851
H13 -0.63509 -1.03131 -5.75483
H14 -0.72332 2.53446 -3.45981
H15 0.71528 1.51856 -3.57247
H16 0.72634 2.52746 1.26751
H17 -0.77365 2.61087 2.23425
H18 0.71311 -1.76306 2.44109
H19 1.73921 -0.74578 5.05518
H20 0.82537 -2.24031 4.75608
H21 4.72201 -2.87982 5.62321
H22 3.13969 -2.84501 6.52267
H23 2.12682 -4.38002 4.79732
H24 3.71192 -4.41356 3.89577
H25 4.16618 -0.74638 3.59667
H26 4.48742 -2.30795 2.79162
H27 -1.21274 -0.76935 1.11640
H28 0.33685 -0.48780 0.27195

Summary:
E_HOMO in eV: -8.715
Frontier orbital gap in eV: 9.191
Structure (SMILES): CSC1(C(=O)N2C[C@H]3CSC[C@@]3(C)C2)CN(C(=O)[C@@H]2CC3(CC3)CO2)C1
ΔE to the lowest compared entry with this formula, charge and spin in kcal per mole: 25.6
F_max in Eh/bohr: 0.0022
Total charge: 0

These are the natural (NBO) partial charges, in e, on atoms 1 to 6: C -0.749; S 0.223; C -0.260; C 0.679; O -0.624; N -0.439